{
  "formula": "C23H50AsNRuS4Si3",
  "method": "ωB97M-V/def2-TZVPD",
  "total_charge": 3,
  "energy_ev": -156519.4289,
  "e_homo_ev": [-15.406, -16.202],
  "multiplicity": 6,
  "elements": ["Ru", "C", "C", "S", "C", "C", "S", "C", "C", "S", "C", "C", "S", "H", "H", "H", "H", "H", "H", "H", "H", "H", "H", "H", "H", "H", "H", "H", "H", "C", "Si", "C", "C", "As", "Si", "C", "C", "C", "Si", "C", "C", "C", "H", "H", "H", "H", "H", "H", "H", "H", "H", "H", "H", "H", "H", "H", "H", "H", "H", "H", "H", "H", "H", "H", "H", "H", "H", "H", "H", "N", "C", "C", "C", "C", "C", "C", "H", "H", "H", "H", "H", "H", "H"],
  "xyz": [[-10.4939, -8.1947, -8.7346], [-12.2961, -8.3250, -6.0280], [-11.3966, -7.2017, -5.6660], [-10.5406, -6.4160, -7.1646], [-9.3340, -5.3791, -6.3101], [-8.6405, -5.8578, -5.0363], [-7.7044, -7.4382, -4.9194], [-6.9802, -7.5168, -6.5416], [-7.2038, -8.8191, -7.3091], [-8.8164, -9.6316, -8.0134], [-9.3982, -10.5878, -6.5575], [-10.8439, -10.9673, -6.7098], [-11.7373, -9.4089, -7.3831], [-13.3155, -8.0247, -6.3439], [-12.4699, -8.9985, -5.1326], [-10.5951, -7.5608, -5.0617], [-11.9386, -6.3460, -5.2345], [-9.9133, -4.4584, -6.0650], [-8.6017, -5.1133, -7.0855], [-9.3849, -5.9309, -4.1980], [-7.9396, -5.0513, -4.7503], [-5.9284, -7.4563, -6.3604], [-7.2476, -6.6375, -7.2247], [-6.7436, -9.6626, -6.7399], [-6.6479, -8.7382, -8.2564], [-9.2075, -9.9599, -5.6783], [-8.7974, -11.5106, -6.4809], [-11.3244, -11.2484, -5.7755], [-11.0019, -11.7160, -7.4908], [-12.9211, -8.7770, -13.0183], [-11.0253, -8.9617, -13.0345], [-10.7638, -9.7352, -14.7123], [-10.1226, -7.2628, -13.1100], [-10.2570, -9.7704, -10.8499], [-11.5327, -11.8180, -10.9037], [-13.2354, -11.2522, -10.2588], [-11.7701, -12.5245, -12.6582], [-11.0675, -13.3730, -9.9282], [-8.0053, -10.8469, -11.4181], [-7.7412, -11.6726, -13.0845], [-7.2186, -12.0680, -10.2032], [-6.9142, -9.2878, -11.3126], [-13.4598, -9.5948, -13.5678], [-13.1495, -7.8230, -13.5394], [-13.4056, -8.7562, -12.0454], [-10.0888, -10.6144, -14.7334], [-10.3126, -8.9767, -15.3419], [-11.7410, -10.0312, -15.1360], [-9.7127, -7.1758, -14.1228], [-9.3169, -7.1799, -12.3535], [-10.8098, -6.4484, -12.8486], [-14.0351, -11.4649, -11.0170], [-13.3486, -10.2034, -9.9081], [-13.5360, -11.8976, -9.4084], [-12.3173, -11.9184, -13.3750], [-12.2987, -13.4828, -12.5097], [-10.7676, -12.7931, -13.1286], [-10.5481, -13.1448, -9.0363], [-10.4213, -14.0285, -10.5446], [-11.9821, -13.9928, -9.6454], [-8.5896, -12.2930, -13.4419], [-6.8871, -12.3806, -13.0095], [-7.4880, -10.9522, -13.8623], [-7.5012, -13.1300, -10.3600], [-7.4384, -11.8565, -9.1590], [-6.0955, -12.0861, -10.3425], [-6.7761, -8.7649, -12.3010], [-5.9114, -9.5869, -10.9166], [-7.3559, -8.6582, -10.5303], [-11.7608, -6.6452, -9.9124], [-11.8854, -5.1895, -9.8034], [-10.8065, -4.3457, -10.1500], [-10.9011, -2.9729, -9.8963], [-12.0756, -2.4023, -9.4023], [-13.1504, -3.2585, -9.1524], [-13.0837, -4.6336, -9.3874], [-12.6683, -7.0172, -9.6537], [-11.5510, -6.9196, -10.8907], [-9.9124, -4.7806, -10.5579], [-10.0678, -2.2947, -10.0591], [-12.1146, -1.3765, -9.1903], [-14.0696, -2.8816, -8.7628], [-13.9940, -5.2276, -9.1870]],
  "atomic_forces_ev_per_a": [[0.4, 1.5, -1.7], [-1.6, -1.5, 0.9], [0.4, 1.4, -1.2], [-0.7, -0.1, 1.9], [0.3, 0.8, 0.0], [-0.4, 0.1, 1.3], [-1.3, 0.5, -0.1], [-1.5, 0.8, -1.7], [0.9, -1.5, -0.6], [2.9, 0.0, 1.9], [0.6, -0.2, 0.4], [-0.5, 1.6, -0.6], [-1.7, -1.9, 1.5], [0.6, 0.0, 0.1], [0.2, 0.8, -0.9], [0.5, 0.0, 0.6], [0.1, -0.6, 0.2], [0.6, -0.5, -0.1], [-0.3, 0.1, 0.2], [0.7, 0.1, -0.7], [-0.4, -0.3, -0.2], [0.9, -0.1, -0.4], [0.3, -1.1, 1.2], [-0.4, 0.5, -0.5], [0.0, -0.1, 0.3], [-0.1, -0.2, -0.2], [0.0, 0.4, -0.1], [0.0, -0.1, 0.0], [-0.1, 0.1, 0.2], [-0.4, -0.3, 0.1], [-0.6, 1.2, -1.2], [0.5, -1.4, 0.2], [-0.1, -0.6, 1.2], [0.0, -0.1, -1.3], [-1.8, -2.9, -0.8], [-0.9, 0.6, 0.4], [1.7, 0.1, -0.2], [-0.6, -0.5, -0.9], [2.6, -1.3, -0.6], [-0.8, -0.4, -0.3], [-0.1, -0.8, 0.3], [-0.2, 0.5, -0.1], [0.8, 0.6, 0.3], [0.1, -0.5, 0.2], [0.0, 0.3, 0.2], [-0.4, 0.4, -0.1], [0.0, 0.1, -0.2], [0.5, 0.1, 0.2], [-0.1, 0.3, 0.3], [-0.1, -0.1, -0.5], [0.0, 0.0, -0.5], [0.9, 0.4, 0.2], [0.0, -0.6, -0.4], [0.5, 0.3, -0.2], [-0.1, 0.1, 0.0], [0.1, 0.3, 0.1], [-1.2, 0.3, 0.5], [0.7, 0.0, 1.1], [-0.2, 0.4, 0.3], [0.9, 1.0, -0.5], [0.4, 0.4, 0.1], [-0.4, 0.5, 0.3], [-0.2, 0.1, 0.0], [-0.1, 0.6, -0.1], [0.2, 0.1, 0.1], [-1.1, 0.5, 0.0], [-0.4, -0.4, 1.1], [-0.8, -0.1, -0.4], [0.3, 0.5, -0.4], [0.1, 0.1, -1.1], [0.6, 0.6, -0.6], [-0.8, -0.2, 0.9], [-0.1, 0.1, -0.1], [0.1, -2.4, -0.1], [0.3, 0.0, -0.3], [-0.2, 0.1, 0.5], [-0.3, -0.1, -0.4], [-0.5, 0.3, 0.6], [0.4, -0.1, -0.1], [0.1, -0.4, -0.2], [-0.2, 1.2, 0.2], [-0.5, 0.4, 0.1], [0.7, 0.2, -0.1]],
  "lowdin_spin": [2.980, 0.026, 0.015, 0.184, 0.046, 0.006, 0.005, 0.006, 0.041, 0.167, 0.020, 0.031, 0.213, 0.001, 0.002, 0.001, 0.002, 0.007, 0.001, 0.000, 0.002, 0.002, 0.001, 0.006, 0.000, 0.001, 0.003, 0.002, 0.000, 0.021, 0.036, 0.006, 0.008, 0.440, 0.151, 0.096, 0.028, 0.003, 0.136, 0.014, 0.008, 0.096, 0.001, 0.002, 0.000, 0.000, 0.001, 0.001, 0.001, 0.001, 0.000, 0.009, -0.001, 0.008, 0.000, 0.007, 0.000, 0.001, 0.000, 0.002, 0.001, 0.003, 0.000, 0.000, 0.002, 0.003, 0.002, 0.014, 0.004, 0.083, 0.009, 0.008, 0.000, 0.005, 0.000, 0.008, 0.005, 0.005, 0.001, 0.000, 0.000, 0.000, 0.000]
}

---

{
  "formula": "C5H6O",
  "method": "ωB97M-V/def2-TZVPD",
  "total_charge": 0,
  "energy_ev": -7327.8242,
  "e_homo_ev": -8.757,
  "multiplicity": 1,
  "elements": ["O", "C", "C", "C", "C", "C", "H", "H", "H", "H", "H", "H"],
  "xyz": [[-1.7464, 2.3905, -0.4413], [-1.5365, 1.3475, 0.0365], [-1.2987, 0.1689, 0.5717], [-0.2298, -0.6552, -0.0517], [0.8840, 0.0856, -0.7753], [1.1740, -0.6917, 0.4700], [-1.9476, -0.1557, 1.3759], [-0.5877, -1.6055, -0.4627], [1.0013, 1.1744, -0.7099], [1.1925, -0.3001, -1.7384], [1.7069, -1.6268, 0.3533], [1.3879, -0.1319, 1.3720]],
  "atomic_forces_ev_per_a": [[0.2, -0.6, 0.3], [-0.4, 0.5, -0.1], [-0.1, 0.4, 0.0], [0.0, 0.1, -0.2], [0.1, 0.0, -0.3], [0.2, -0.1, 0.2], [0.1, 0.0, 0.0], [0.2, 0.5, -0.2], [-0.5, -0.5, 0.1], [0.1, -0.1, 0.1], [0.0, 0.0, 0.1], [0.0, 0.0, -0.1]],
  "mulliken_charge": [-0.383, 0.586, -0.845, 0.068, -0.662, -0.522, 0.353, 0.363, 0.263, 0.255, 0.260, 0.265]
}

---

{
  "formula": "C14H12AuN6O8",
  "method": "ωB97M-V/def2-TZVPD",
  "total_charge": 1,
  "energy_ev": -43712.0827,
  "e_homo_ev": -12.215,
  "multiplicity": 1,
  "elements": ["Au", "O", "C", "O", "C", "C", "C", "C", "C", "C", "O", "N", "O", "O", "N", "O", "O", "H", "H", "N", "C", "C", "N", "C", "C", "N", "C", "C", "N", "H", "H", "H", "H", "H", "H", "C", "O", "H", "H", "H", "H"],
  "xyz": [[-0.6395, -0.1931, -0.2121], [1.2235, 2.9901, 0.2539], [0.2333, 2.5000, -0.2146], [0.2330, 1.3889, -0.9932], [-1.1065, 3.1177, -0.0890], [-1.2071, 4.5005, -0.0835], [-2.4543, 5.0791, -0.0544], [-3.5999, 4.3163, -0.0208], [-3.4929, 2.9387, 0.0045], [-2.2370, 2.3033, 0.0003], [-2.1629, 0.9657, 0.1004], [-4.7744, 2.2133, 0.0677], [-4.7599, 1.0445, 0.4181], [-5.7759, 2.8162, -0.2353], [-2.5762, 6.5495, -0.0333], [-1.5461, 7.1860, -0.0795], [-3.6938, 7.0121, 0.0316], [-0.3144, 5.1092, -0.1136], [-4.5744, 4.7800, 0.0000], [-2.6258, -3.7277, 0.0134], [-3.7594, -2.9678, 0.2264], [-3.3675, -1.6658, 0.2716], [-2.0063, -1.6496, 0.1020], [-1.5857, -2.8916, -0.0618], [-0.1641, -3.0386, -0.2715], [0.5421, -1.9152, -0.3714], [1.8660, -2.2834, -0.4372], [1.9393, -3.6381, -0.4096], [0.6466, -4.1001, -0.3020], [-2.6081, -4.7299, -0.0840], [-4.7354, -3.4101, 0.3144], [-3.9332, -0.7627, 0.4234], [2.6611, -1.5707, -0.4910], [2.7828, -4.3035, -0.4473], [0.3780, -5.0681, -0.2334], [3.0339, 0.6753, 0.3892], [1.8387, 0.2827, 1.1003], [3.9188, 0.3830, 0.9582], [3.0408, 1.7409, 0.2045], [3.0337, 0.1753, -0.5742], [1.7953, 0.8593, 1.8703]],
  "atomic_forces_ev_per_a": [[-1.4, 0.3, -0.4], [-0.1, 0.1, -0.2], [0.1, -0.3, -0.1], [1.1, -0.1, 0.2], [0.0, 0.2, 0.2], [0.1, -0.1, 0.0], [-0.1, 0.1, 0.1], [0.0, 0.0, 0.0], [-0.2, 0.2, 0.1], [0.0, -0.6, -0.2], [-0.4, 0.7, 0.1], [0.0, -0.2, -0.1], [0.0, 0.1, 0.1], [0.1, 0.0, 0.0], [0.0, 0.0, 0.0], [0.0, 0.0, 0.0], [0.0, 0.0, 0.0], [0.0, 0.0, 0.0], [0.0, 0.0, 0.0], [-0.1, 0.0, 0.0], [0.0, 0.0, 0.0], [0.1, 0.0, 0.1], [0.2, -0.5, 0.2], [0.1, -0.1, 0.0], [-0.1, 0.1, 0.0], [0.4, 0.0, 0.0], [-0.2, 0.0, -0.1], [0.0, 0.0, 0.0], [0.1, 0.0, 0.0], [0.0, 0.0, 0.0], [0.0, 0.0, 0.0], [0.0, 0.0, 0.0], [0.0, 0.0, 0.0], [0.0, 0.0, 0.0], [0.0, 0.0, 0.0], [-0.1, -0.1, 0.3], [0.5, 0.0, 0.0], [0.0, -0.1, -0.1], [0.0, 0.1, 0.0], [0.0, 0.1, -0.1], [-0.1, 0.0, 0.0]],
  "mulliken_charge": [1.223, -0.558, 0.191, -0.698, 0.691, -0.735, -0.427, -0.303, -0.195, 0.895, -0.644, 0.834, -0.615, -0.566, 1.055, -0.607, -0.601, 0.597, 0.632, -0.088, -0.801, -0.335, -0.187, 0.699, 0.476, -0.116, -0.180, -0.750, -0.102, 0.181, 0.417, 0.670, 0.244, 0.410, 0.189, -0.652, -0.465, 0.340, 0.292, 0.323, 0.266]
}

---

| no. | F_max (eV/A) |
| --- | --- |
| 1 | 3.47 |
| 2 | 0.72 |
| 3 | 1.48 |